Entry 1:
141
Properties=species:S:1:pos:R:3:forces:R:3:mulliken_spin:R:1 method="wB97M-V/def2-TZVPD" multiplicity=2 charge=+5 orbital_gap_ev="8.8 / 7.5" homo_energy_ev="-18.92 / -19.57"
Zn 2.40895 -1.79946 -3.27247 -0.74 0.73 1.63 0.842
C 1.19577 -0.57790 -0.37203 -0.51 -0.03 -0.69 0.053
O 1.62077 -0.90067 -1.62744 1.36 -0.94 -2.38 0.077
H 1.69810 -1.10421 0.43962 0.24 -0.10 0.33 -0.002
H 1.28951 0.50179 -0.25546 0.14 0.45 0.57 0.010
H 0.12955 -0.79871 -0.32206 -0.46 -0.09 0.54 0.002
C 4.27370 4.02411 -2.36400 0.37 -0.86 -0.34 0.000
C 5.10274 3.17248 -1.33282 -0.21 1.59 0.82 0.001
C 4.63538 1.76582 -1.03792 0.59 -1.24 0.05 0.002
N 5.39585 1.05917 0.15440 -1.80 -0.63 -0.02 -0.007
C 5.01829 1.74179 1.47584 1.53 0.08 -0.52 -0.001
C 6.91012 0.95606 -0.10053 -1.03 -0.44 0.92 0.000
C 7.34982 -0.17815 0.81881 0.29 0.06 -0.17 0.000
C 6.22151 -1.22577 0.87534 -0.91 1.26 0.04 0.000
C 4.96962 -0.42458 0.29006 0.76 -0.64 -0.27 -0.025
H 3.23046 4.22342 -2.11897 -0.01 -0.27 0.57 0.000
H 4.23904 3.53171 -3.33581 0.12 -0.20 -0.05 0.000
H 4.70164 5.00241 -2.58284 0.37 -0.13 0.42 0.000
H 5.11547 3.71978 -0.39027 -0.52 0.24 0.23 0.001
H 6.17445 3.22908 -1.52346 -0.04 -0.43 -0.82 0.000
H 4.81366 1.10539 -1.88653 0.21 -0.04 -0.07 0.007
H 3.57230 1.64005 -0.83262 -0.05 0.35 0.30 -0.002
H 5.35462 1.15796 2.33265 0.47 -0.07 -0.28 0.000
H 3.95662 1.88648 1.67594 -0.06 0.03 -0.95 0.001
H 5.58048 2.67234 1.39763 -0.41 0.16 0.68 0.000
H 7.38029 1.89947 0.17701 0.02 -0.03 -0.54 0.000
H 6.98624 0.64601 -1.14273 0.21 0.48 -0.05 0.000
H 7.52048 0.23330 1.81363 0.27 -0.17 -0.04 0.000
H 8.27657 -0.58517 0.41438 0.06 -0.01 0.34 0.000
H 6.07061 -1.52924 1.91131 -0.17 0.08 -0.04 0.000
H 6.43065 -2.14401 0.32652 -0.10 0.29 -0.29 -0.001
H 4.03495 -0.48610 0.84747 0.23 0.19 0.26 0.001
H 4.73227 -0.84130 -0.68877 0.13 0.42 -0.22 0.037
C -2.52789 3.12602 -8.27728 -0.34 0.24 0.58 0.000
C -2.18212 3.80519 -6.94526 -0.35 -0.58 1.13 0.000
C -2.27281 2.81895 -5.75804 0.82 -0.19 -0.15 -0.001
N -2.21617 3.39602 -4.36911 -0.11 2.26 1.32 0.000
C -3.49600 4.21494 -4.04298 0.15 -0.79 -1.31 0.000
C -2.06475 2.30771 -3.29182 -0.01 0.30 -0.06 -0.002
C -0.93753 2.72937 -2.35729 -0.11 0.29 -0.11 -0.004
C -0.56464 4.17137 -2.78172 0.05 0.15 1.18 0.001
C -1.01611 4.41871 -4.17984 -0.39 -2.59 -0.51 0.000
H -3.53677 2.71342 -8.27974 -0.12 0.25 -0.03 0.000
H -1.87217 2.27622 -8.46694 0.25 0.24 -0.15 0.000
H -2.43910 3.89605 -9.04361 0.00 -0.39 -0.21 0.000
H -2.83869 4.62394 -6.65087 -0.06 0.30 -0.79 0.000
H -1.15761 4.16946 -7.02117 -0.05 0.20 0.18 0.000
H -1.36494 2.21636 -5.78554 -0.20 -0.51 -0.10 0.001
H -3.16308 2.19068 -5.73026 0.01 -0.05 -0.47 0.000
H -3.60864 5.03457 -4.75265 0.25 -0.15 -0.08 0.000
H -3.53425 4.66518 -3.05105 0.38 -0.55 0.11 0.000
H -4.29634 3.50537 -4.25291 -0.26 0.24 0.46 0.000
H -2.98275 2.28248 -2.70467 -0.17 -0.10 -0.47 0.000
H -1.87685 1.32873 -3.73274 -0.19 0.24 -0.31 0.002
H -1.27392 2.61032 -1.32735 -0.06 0.48 0.11 0.001
H -0.07020 2.07039 -2.39709 0.03 0.01 -0.47 0.005
H -1.05507 4.98764 -2.25134 0.46 -0.39 1.07 0.000
H 0.52377 4.18425 -2.72425 -0.12 0.87 0.14 0.000
H -1.41039 5.42077 -4.34872 0.51 -0.24 -0.48 0.000
H -0.19676 4.02969 -4.78436 -0.44 0.66 -0.90 0.000
C 3.99081 -8.93496 2.31418 -0.94 -0.18 -1.55 0.000
C 3.30990 -7.55104 2.42192 -0.63 0.96 1.04 0.000
C 2.09222 -7.11585 1.49607 1.22 0.36 0.50 0.001
N 1.57865 -5.63699 1.75063 0.88 0.29 1.05 0.000
C 2.45151 -4.61434 0.90974 -1.93 -1.74 0.76 -0.002
C 1.69252 -5.13310 3.21935 -0.57 -0.71 0.33 0.000
C 0.59286 -4.10511 3.42587 0.95 0.49 -0.30 0.000
C -0.44447 -4.41787 2.41261 -1.48 -1.11 -1.22 0.000
C 0.06207 -5.60599 1.53131 0.46 1.20 0.34 0.000
H 3.40684 -9.81048 2.59798 -0.29 0.39 0.66 0.000
H 4.97136 -8.98764 2.78732 -0.23 0.30 0.03 0.000
H 4.09484 -9.14539 1.24976 0.62 0.10 -0.18 0.000
H 4.10017 -6.80205 2.47280 0.16 0.25 -0.89 0.000
H 2.92019 -7.38335 3.42597 -0.20 -0.61 0.25 0.000
H 1.24797 -7.78083 1.67815 0.08 0.13 -0.08 0.000
H 2.31619 -7.05923 0.43083 0.09 -0.49 0.01 0.000
H 3.45039 -5.04838 0.95386 0.00 0.50 -0.05 -0.001
H 2.30612 -3.65450 1.40538 0.39 -0.03 -0.27 -0.001
H 2.03061 -4.61499 -0.09572 0.28 0.07 0.00 0.006
H 2.63007 -4.64292 3.48167 0.36 -0.83 -0.42 0.000
H 1.47228 -5.99040 3.85545 0.39 -0.01 -0.05 0.000
H 1.01067 -3.12792 3.18372 -0.02 0.24 0.44 0.000
H 0.19525 -4.11565 4.44071 0.32 0.05 -0.04 0.000
H -0.69943 -3.56152 1.78829 -0.04 0.00 0.03 0.000
H -1.34417 -4.75953 2.92437 -0.21 0.12 -0.29 0.000
H -0.16032 -5.49087 0.47047 0.11 -0.10 0.05 0.000
H -0.36514 -6.54148 1.89249 0.31 0.03 -0.08 0.000
C 1.06513 4.68084 0.59515 -0.17 -0.29 0.15 0.000
C 1.18943 3.65918 1.77400 -0.30 0.90 0.06 0.001
C -0.20119 3.53565 2.47059 0.70 -0.27 1.00 0.000
N -0.37065 2.45274 3.53817 -0.17 -2.53 1.15 0.000
C 0.60123 2.63705 4.75568 -0.50 0.83 -1.98 0.000
C -1.87687 2.44840 4.03490 0.26 -0.65 -1.68 0.000
C -2.59147 1.34499 3.19053 0.15 -0.67 0.18 0.000
C -1.54921 0.75727 2.21077 0.41 1.02 0.58 0.000
C -0.22345 0.99363 2.97122 -0.59 0.92 -0.14 0.002
H 1.95050 4.83663 -0.02125 0.33 -0.48 0.32 0.000
H 0.84644 5.68503 0.95830 -0.24 -0.11 0.23 0.000
H 0.27986 4.39587 -0.10502 -0.17 -0.06 0.09 0.000
H 1.91217 4.08576 2.46953 -0.10 0.05 0.21 0.000
H 1.63683 2.70615 1.49175 -0.42 -0.19 -0.37 -0.001
H -1.02000 3.39446 1.76510 0.11 0.10 0.00 0.000
H -0.39070 4.39770 3.11015 -0.04 0.54 -0.66 0.000
H 0.59554 1.79644 5.44956 -0.30 0.09 -0.28 0.000
H 0.31191 3.58255 5.21438 0.07 -0.19 0.23 0.000
H 1.56372 2.76938 4.26150 0.15 -0.15 0.49 0.000
H -2.02183 2.14987 5.07314 0.77 0.65 0.09 0.000
H -2.25407 3.43905 3.78106 -0.03 -0.07 0.53 0.000
H -2.91343 0.52617 3.83394 -0.01 0.17 0.31 0.000
H -3.50717 1.71233 2.72725 0.27 0.18 -0.15 0.000
H -1.64351 -0.28920 1.92074 -0.25 0.04 0.28 -0.002
H -1.61372 1.35876 1.30406 0.50 -0.14 -0.25 0.000
H -0.11442 0.35308 3.84637 -0.35 -0.01 0.02 0.000
H 0.67469 0.82731 2.37642 0.01 0.58 -0.07 -0.003
C -2.46489 -2.94804 -1.10871 0.43 -1.08 -0.27 -0.001
C -3.91222 -2.74504 -0.72425 -0.27 1.62 0.60 0.001
C -4.02830 -1.71284 0.50438 -2.09 -1.54 -1.52 0.000
N -5.50672 -1.18629 0.63137 -0.72 1.34 0.38 0.000
C -6.60189 -2.35317 0.77779 1.76 0.62 -1.39 0.000
C -5.78469 -0.16950 -0.48744 -0.37 -1.15 -0.53 0.000
C -7.01476 0.60985 -0.09295 -0.47 0.26 -0.66 0.000
C -7.00149 0.61037 1.42135 -0.54 -0.99 0.61 0.000
C -5.74622 -0.23124 1.79301 -0.16 -0.15 0.27 0.000
H -2.04218 -2.29140 -1.86914 -0.11 0.75 0.56 0.003
H -2.36252 -3.89400 -1.64046 -0.15 -0.33 0.23 0.000
H -1.85373 -3.03878 -0.21075 0.37 0.23 -0.12 -0.001
H -4.38299 -3.70018 -0.49149 -0.05 0.18 0.14 0.000
H -4.40749 -2.30947 -1.59207 -0.30 -0.14 0.09 0.000
H -3.38992 -0.85414 0.29653 -0.12 0.01 0.40 0.000
H -3.81370 -2.27820 1.41125 0.19 0.46 0.18 0.000
H -6.86460 -2.64442 -0.23919 0.37 -0.33 0.03 0.000
H -7.56307 -2.10565 1.22831 0.59 0.66 0.51 0.000
H -6.02029 -3.11147 1.30204 -0.61 -0.16 0.01 0.000
H -5.88286 -0.79622 -1.37383 0.14 0.69 -0.34 0.000
H -4.98366 0.56953 -0.50437 0.56 -0.65 -0.19 0.000
H -7.92113 0.17922 -0.51859 0.00 -0.11 0.21 0.000
H -7.00222 1.64058 -0.44726 0.29 -0.15 -0.34 0.000
H -7.95294 0.16525 1.71236 0.27 -0.16 0.59 0.000
H -7.00455 1.60999 1.85591 0.35 -0.16 0.05 0.000
H -5.77456 -0.86707 2.67788 -0.14 0.51 0.27 0.000
H -4.92085 0.48050 1.80986 0.30 -0.40 0.17 0.000

***

Entry 2:
17
Properties=species:S:1:pos:R:3:forces:R:3:mulliken_charge:R:1 method="wB97M-V/def2-TZVPD" e_above_lowest_kcal_mol=134.2 charge=0 orbital_gap_ev="5.4 / 7.5" homo_energy_ev="-5.56 / -6.90"
C -0.69187 -1.55838 -1.74543 0.22 1.88 -2.20 -1.008
C -0.16677 2.19067 0.18939 1.20 -0.79 -1.21 -0.615
C -0.09560 -0.75328 -0.66931 1.62 1.06 2.22 0.129
N 0.64607 1.77520 2.33638 -5.63 2.91 0.49 -0.656
N 0.83333 1.83904 0.99565 2.12 -0.25 -2.49 0.129
S -0.87531 -1.03110 0.95023 -0.51 1.49 -0.79 -0.289
S 1.75305 -0.74380 -0.43878 -1.49 -0.61 -2.63 -0.310
H -1.73215 -1.17986 -1.73707 0.32 -0.61 -0.65 0.266
H -0.66496 -2.55413 -1.45250 -0.18 -2.25 0.17 0.322
H -0.18284 -1.46274 -2.80223 -1.04 0.09 2.02 0.335
H 0.02659 2.36128 -0.86374 0.33 -0.15 0.32 0.265
H -1.10906 2.55345 0.53235 -0.34 -0.14 0.72 0.319
H 1.09523 1.11434 2.87552 1.07 -2.18 0.51 0.243
H -0.48206 1.71630 2.39503 3.71 -0.27 0.69 0.289
H 1.79763 1.57117 0.59495 -2.35 0.48 0.84 0.374
H -0.25502 -2.04635 1.50547 0.67 -1.07 0.07 0.097
H 1.89551 -0.95080 -1.85242 0.30 0.40 1.92 0.108

***

Entry 3:
68
Properties=species:S:1:pos:R:3:forces:R:3:mulliken_charge:R:1 method="wB97M-V/def2-TZVPD" e_above_lowest_kcal_mol=370.8 charge=+1 orbital_gap_ev=5.9 homo_energy_ev=-9.34
Y 0.90254 0.18617 1.83813 -0.10 0.08 0.37 -0.028
C -3.12852 0.78123 1.47654 0.05 -0.19 -0.22 -1.028
C -3.24983 0.28045 0.20683 -0.08 -0.09 -0.08 0.883
C -3.71999 -0.58539 -0.74767 -0.02 -0.06 0.21 -0.977
C -3.38088 -0.55619 -2.10110 -0.03 -0.03 -0.18 -0.214
C -2.53961 0.25652 -2.83292 -0.04 -0.05 0.09 -0.562
C -1.74966 1.36755 -2.45289 0.06 0.05 -0.10 -0.424
C -1.46192 2.04933 -1.31723 -0.13 0.00 -0.02 -0.635
H -1.03300 0.79471 0.56018 0.00 0.04 -0.10 -0.246
H -3.38889 0.55751 2.50238 -0.04 0.15 0.02 0.394
H -3.18084 2.53427 0.09983 0.08 0.02 -0.05 0.671
H -4.40493 -1.34999 -0.39651 0.00 -0.02 -0.04 0.376
H -3.87748 -1.31570 -2.69896 0.01 -0.02 0.05 0.392
H -2.49667 0.02022 -3.88793 0.04 0.05 -0.01 0.358
H -1.21740 1.80972 -3.29516 -0.01 -0.01 -0.01 0.360
H -0.83845 2.93589 -1.30175 -0.01 0.01 0.12 0.469
Br 2.81236 -1.01536 3.93938 0.01 -0.01 -0.01 -0.071
C 1.84003 -0.13490 5.37267 0.03 0.01 0.01 -0.589
Br 0.06671 0.34710 4.80591 -0.09 0.00 0.12 0.003
H 2.37899 0.76857 5.62625 0.00 0.00 0.00 0.411
H 1.76771 -0.83306 6.19621 0.00 -0.01 0.00 0.434
C 3.44318 2.53197 -0.31770 -0.03 -0.05 -0.03 -1.295
P 3.30445 0.81012 0.26771 -0.15 0.02 -0.13 1.651
C 5.01197 0.37987 0.71641 0.00 -0.08 -0.01 -1.492
C 2.91477 -0.15519 -1.21657 0.13 -0.01 0.03 0.340
C 3.65236 -1.27349 -1.59165 -0.01 0.00 -0.03 -0.627
C 3.21041 -2.08019 -2.63175 0.00 -0.02 -0.02 -0.761
C 2.03108 -1.78141 -3.29708 0.00 0.02 0.02 -0.475
C 1.29423 -0.66190 -2.93008 0.01 -0.01 -0.02 -0.569
C 1.73422 0.14554 -1.89452 -0.06 -0.01 -0.02 0.164
H 2.47619 2.86915 -0.69094 0.01 0.01 0.00 0.307
H 4.17442 2.58963 -1.12415 0.01 0.03 0.01 0.425
H 3.74281 3.18380 0.50267 0.00 -0.01 0.02 0.420
H 5.66115 0.50271 -0.15137 0.04 0.00 0.03 0.445
H 5.07375 -0.65071 1.06439 0.01 -0.01 -0.01 0.427
H 5.35759 1.03140 1.51854 -0.04 0.04 0.00 0.375
H 4.57193 -1.53112 -1.08229 0.00 0.01 0.02 0.332
H 3.78991 -2.94802 -2.91780 0.00 0.00 0.00 0.416
H 1.67507 -2.42116 -4.09290 0.00 -0.01 -0.01 0.417
H 0.36478 -0.43499 -3.43645 0.00 0.01 0.01 0.340
H 1.12831 0.99910 -1.60355 -0.01 0.00 0.01 -0.064
O 0.66596 -1.54244 0.46334 -0.07 0.01 -0.12 -0.511
C -0.38028 -1.95665 1.07577 0.16 0.02 0.02 1.255
O -0.60736 -1.50786 2.24200 0.02 0.06 -0.01 -0.640
C -1.31271 -2.86589 0.38755 0.08 0.03 -0.05 0.270
C -2.39112 -3.43347 1.05673 0.00 -0.01 0.03 -0.455
C -3.29113 -4.22557 0.36208 0.00 0.00 -0.01 -0.698
C -3.13149 -4.42558 -1.00260 -0.01 0.00 0.00 -0.590
C -2.05067 -3.84176 -1.64030 -0.03 0.01 0.01 -0.183
C -1.12402 -3.07329 -0.97238 -0.01 -0.01 0.00 0.119
N -1.90020 -4.00994 -3.09941 -0.02 -0.01 -0.04 1.095
O -0.91705 -3.52148 -3.61892 0.02 0.00 0.01 -0.588
O -2.77242 -4.61269 -3.68549 0.01 0.00 0.02 -0.622
H -2.51688 -3.24356 2.11440 0.00 0.00 0.00 0.492
H -4.12694 -4.67996 0.87550 0.00 0.00 0.00 0.414
H -3.82993 -5.01890 -1.57496 0.00 0.00 0.00 0.530
H -0.29392 -2.62207 -1.49619 0.00 0.01 -0.01 0.411
Cl -2.17579 1.66566 0.28080 0.22 0.09 0.45 -0.101
C -1.12813 2.98411 1.22241 0.05 0.21 -0.16 0.120
C -0.00711 2.44482 1.78723 -0.14 -0.21 -0.14 -0.251
C 0.75941 3.32340 2.52402 0.05 -0.14 -0.03 0.824
Cl 2.23849 2.65238 3.24503 0.00 0.04 -0.03 -0.193
C 0.44850 4.66270 2.71944 -0.03 0.02 -0.01 -0.404
Cl 1.45647 5.67990 3.66039 0.00 0.01 0.00 -0.177
C -0.71766 5.15780 2.12285 0.05 0.01 0.04 0.822
Cl -1.15407 6.79991 2.32682 0.00 0.00 0.00 -0.171
C -1.51452 4.30020 1.35620 0.05 0.00 0.04 -0.349
Cl -2.93830 4.90645 0.58460 -0.01 -0.01 -0.01 -0.174